Entry 1:
Below is a structure of composition C23H40IrN5O3S at a distorted geometry, with properties calculated with the ωB97M-V functional and the def2-TZVPD basis.

The geometry in XYZ format:
```
73
Properties=species:S:1:pos:R:3:forces:R:3
Ir -0.052 0.172 1.216 1.117 -0.158 1.720
C -3.048 1.959 2.802 1.341 -0.826 1.224
C -1.663 1.971 3.533 -0.032 0.914 -0.238
N -0.501 1.994 2.605 1.568 0.158 -0.204
C 0.852 2.089 3.359 -2.088 0.111 -0.032
C 1.269 0.711 3.853 -0.532 -0.837 -0.027
N 1.010 -0.439 2.875 0.302 0.508 0.083
C 0.860 -1.770 3.523 -1.629 -0.022 0.235
C 1.124 -2.817 2.435 -0.990 -1.138 0.442
C -0.075 -3.077 1.519 0.019 -0.071 -0.703
N -0.626 -1.975 0.682 1.307 0.755 -0.819
C -2.045 -2.226 0.498 -0.468 0.280 -0.582
C -2.917 -1.709 1.644 -2.075 0.312 -0.354
N -2.500 -0.405 2.256 1.971 -0.079 -2.273
C -3.549 0.535 2.647 -1.299 -0.275 -0.491
H -3.071 2.410 1.837 0.716 0.652 -0.801
H -3.731 2.558 3.394 -0.251 -0.177 0.171
H -1.501 1.108 4.188 -0.487 0.096 -0.150
H -1.599 2.882 4.160 -0.011 -0.394 -0.204
H -0.604 2.793 1.964 0.224 -0.283 0.575
H 0.721 2.756 4.231 0.088 -0.319 -0.245
H 1.561 2.566 2.717 0.444 0.012 -0.573
H 0.713 0.469 4.776 0.407 0.021 -0.369
H 2.341 0.663 4.019 0.038 0.295 0.503
H 1.874 -0.589 2.376 0.510 0.320 0.130
H -0.176 -1.904 3.998 1.278 0.356 -0.870
H 1.561 -1.778 4.358 0.223 -0.365 -0.149
H 1.287 -3.809 2.912 0.166 0.664 -0.182
H 1.994 -2.598 1.838 0.512 0.199 -0.025
H -0.893 -3.467 2.102 -0.307 0.126 0.513
H 0.074 -3.851 0.765 0.738 -0.440 0.420
H -0.212 -2.002 -0.271 -0.082 -0.281 1.069
H -2.161 -3.314 0.370 -0.391 0.268 0.152
H -2.356 -1.802 -0.466 0.124 0.174 0.277
H -3.068 -2.549 2.337 0.190 0.713 0.447
H -3.937 -1.561 1.159 0.870 -0.249 0.633
H -2.118 0.121 1.389 -1.336 -1.169 1.744
H -4.034 0.269 3.607 -0.017 -0.424 -0.866
H -4.199 0.548 1.735 -0.686 -0.045 1.277
O -1.336 0.911 -0.084 -1.504 0.435 -3.300
C -1.449 1.261 -1.338 -2.145 -0.028 0.470
C -0.394 2.087 -1.970 -0.478 -0.597 -1.369
C 0.095 1.580 -3.386 0.682 -0.754 1.178
C -0.823 1.701 -4.598 -1.322 -0.376 1.010
C -2.175 0.946 -4.428 -0.298 0.422 -1.943
C -3.013 1.508 -3.302 0.978 1.627 0.842
N -2.622 1.015 -1.966 1.221 -1.309 2.018
H 0.399 1.904 -1.284 0.969 0.604 0.285
H -0.718 3.136 -1.920 0.119 -0.089 -0.132
H 0.439 0.526 -3.122 -0.472 0.968 -0.926
H 1.014 2.135 -3.600 -0.157 -0.059 0.056
H -0.358 1.428 -5.533 0.415 -0.346 -0.049
H -1.074 2.752 -4.706 -0.047 0.304 -0.073
H -2.064 -0.132 -4.357 0.253 -0.226 0.375
H -2.758 1.041 -5.400 0.585 0.202 1.153
H -4.081 1.345 -3.395 -0.022 0.000 -0.081
H -2.796 2.622 -3.196 -0.717 -1.152 -0.599
H -3.229 0.348 -1.442 0.464 0.957 -0.745
O 5.682 -1.322 -4.995 -0.154 -0.709 0.320
C 5.382 -2.005 -3.822 -4.401 7.571 0.060
O 5.904 -3.083 -3.617 2.285 -4.233 0.662
C 4.512 -1.285 -2.803 0.916 -2.829 -0.517
C 3.949 -0.036 -3.038 -1.418 1.030 0.380
C 3.000 0.548 -2.144 2.557 -2.012 -0.217
C 2.804 -0.044 -0.901 -0.654 -0.727 -0.308
S 1.857 0.933 0.254 0.275 -0.169 0.262
C 3.368 -1.333 -0.639 0.085 0.912 -0.659
C 4.145 -1.973 -1.580 0.874 1.055 -0.013
H 4.886 -0.902 -5.398 0.543 -0.592 0.619
H 4.232 0.524 -3.905 0.026 0.290 -0.397
H 2.583 1.484 -2.359 -0.332 1.175 -0.316
H 3.282 -1.715 0.354 -0.085 -0.488 0.404
H 4.753 -2.834 -1.321 -0.513 -0.239 0.091
```
Forces are in eV/Å.

Summary:
- molecular weight (g/mol) = 658.89
- spin multiplicity = 5
- max |F| (hartree/bohr) = 0.170
- net charge = +2
- HOMO (spin up / spin down) (eV) = -10.488 / -14.042
- LUMO (spin up / spin down) (eV) = -5.32 / -8.09

Entry 2:
Below is the molecule C23H40N2O3, with properties calculated with the ωB97M-V functional and the def2-TZVPD basis.

The geometry in XYZ format:
```
68
Properties=species:S:1:pos:R:3:forces:R:3
C 2.192 0.062 4.613 0.191 0.052 0.329
C 1.425 -0.056 3.549 -0.261 0.127 -0.221
C 1.115 -1.354 2.878 -0.123 -0.278 0.225
O 1.283 -1.309 1.476 -0.268 0.046 -0.094
C 2.533 -0.768 1.105 0.259 0.066 0.011
C 2.619 -0.771 -0.404 -0.276 -0.485 0.046
C 1.466 0.034 -0.973 0.122 0.197 -0.235
O 1.385 1.245 -0.823 -0.218 -0.029 0.123
N 0.588 -0.649 -1.753 -0.171 -0.104 0.149
C 0.098 -2.034 -1.589 -0.335 0.314 0.132
C -1.358 -1.491 -1.657 0.366 -0.098 -0.448
C -2.310 -2.170 -2.628 0.105 -0.084 -0.205
C -3.684 -1.509 -2.627 -0.109 0.069 -0.299
C -4.216 -1.401 -1.215 -0.290 -0.356 0.147
N -3.268 -0.700 -0.375 0.182 0.055 0.119
C -3.522 0.598 -0.026 -0.165 -0.039 0.118
O -4.559 1.140 -0.365 -0.176 0.088 -0.110
C -2.575 1.298 0.933 0.469 -0.196 -0.138
C -2.982 0.861 2.335 -0.093 -0.235 0.243
C -2.614 2.808 0.746 -0.213 0.322 0.066
C -2.192 3.212 -0.657 0.064 -0.010 -0.209
C -1.723 3.504 1.766 0.073 0.072 0.151
C -2.003 -1.400 -0.287 -0.064 -0.263 0.314
C -0.743 -0.146 -2.118 -0.041 -0.223 0.274
C 3.977 -0.287 -0.931 0.315 0.099 -0.135
C 3.888 -0.158 -2.446 -0.024 0.017 -0.295
C 5.041 -1.331 -0.597 0.110 -0.189 0.056
C 4.402 1.053 -0.341 0.056 0.252 0.096
H 2.368 1.026 5.074 0.008 -0.028 0.039
H 2.664 -0.803 5.068 0.012 0.031 -0.020
H 0.973 0.826 3.102 -0.052 0.003 0.022
H 1.733 -2.156 3.311 0.008 0.070 -0.032
H 0.067 -1.620 3.043 0.032 0.001 -0.031
H 2.632 0.253 1.481 -0.016 -0.026 -0.043
H 3.344 -1.369 1.540 -0.051 0.037 0.001
H 2.511 -1.810 -0.745 -0.012 0.086 0.057
H 0.362 -2.649 -2.448 0.077 -0.182 0.050
H 0.360 -2.495 -0.641 0.153 -0.155 0.000
H -1.885 -2.140 -3.635 0.046 -0.056 -0.009
H -2.410 -3.230 -2.359 0.004 0.074 0.045
H -3.624 -0.505 -3.061 0.044 -0.002 0.046
H -4.383 -2.075 -3.250 0.052 -0.009 0.035
H -5.178 -0.907 -1.163 -0.019 0.179 -0.059
H -4.341 -2.408 -0.795 0.003 0.026 -0.029
H -1.536 0.992 0.755 -0.089 -0.049 -0.007
H -2.993 -0.229 2.424 -0.005 0.046 -0.020
H -2.300 1.245 3.088 0.079 0.026 0.056
H -3.986 1.223 2.568 -0.003 0.006 -0.025
H -3.646 3.140 0.899 0.008 -0.065 -0.001
H -1.154 2.920 -0.849 0.010 0.009 0.006
H -2.833 2.761 -1.416 0.025 0.000 0.023
H -2.256 4.295 -0.774 0.013 -0.005 -0.013
H -0.696 3.127 1.708 -0.037 0.022 -0.004
H -1.695 4.576 1.568 0.028 0.012 -0.003
H -2.082 3.374 2.789 0.041 0.009 -0.042
H -2.212 -2.426 0.053 0.005 0.075 0.004
H -1.341 -0.977 0.461 0.128 0.247 -0.039
H -1.048 0.731 -1.557 0.018 0.244 -0.084
H -0.822 0.008 -3.192 -0.081 0.214 -0.072
H 3.204 0.642 -2.737 0.021 -0.023 0.010
H 4.870 0.075 -2.863 0.012 -0.004 -0.008
H 3.537 -1.087 -2.905 0.035 0.024 0.023
H 5.213 -1.416 0.478 -0.007 0.006 -0.041
H 4.764 -2.319 -0.975 0.008 0.035 -0.004
H 5.992 -1.053 -1.055 0.007 0.011 -0.005
H 4.542 0.995 0.742 0.033 -0.009 -0.050
H 5.356 1.361 -0.777 -0.005 -0.047 0.002
H 3.666 1.827 -0.547 -0.014 -0.017 0.013
```
Forces are in eV/Å.

Summary:
- molecular weight (g/mol) = 392.58
- SMILES string = C=CCOC[C@@H](C(=O)N1CC2(CCCN(C(=O)[C@H](C)C(C)C)C2)C1)C(C)(C)C
- max |F| (hartree/bohr) = 0.011
- net charge = 0
- HOMO (eV) = -9.067
- LUMO (eV) = 0.62

> Which value of max |F| does entry 1 give?

0.170 hartree/bohr